Entry 1:
33
Properties=species:S:1:pos:R:3:forces:R:3:lowdin_charge:R:1 method="wB97M-V/def2-TZVPD" homo_lumo_gap_ev=7.91 charge=+1 e_above_lowest_kcal_mol=97.8 energy_ha=-539.8639 lumo_ev=-3.678
C -1.88089 -1.56697 2.29542 0.91 4.22 1.20 -0.048
H -2.68656 -1.89315 -0.53701 -0.61 -0.28 0.48 0.097
H 3.02691 4.31256 -2.79919 -0.95 -0.60 1.69 0.127
H -0.62929 2.19704 1.20828 0.08 -3.20 0.72 0.033
H -0.85692 -3.98966 2.21570 1.12 1.51 -0.74 0.130
H -1.33200 3.33962 0.15533 -0.23 0.28 -0.32 0.091
H -1.72268 -3.40244 -0.50908 -0.39 0.98 0.03 0.111
H -1.11167 -0.32923 -0.11164 -0.06 0.44 -0.67 0.154
N 1.77028 2.83354 -1.90674 -0.16 0.46 1.03 -0.026
O 0.74413 3.24182 -0.01244 -0.14 -1.14 -1.12 -0.116
C 2.25807 4.19693 -1.93024 0.84 0.31 -3.99 -0.053
C -1.19228 -2.11433 1.09388 0.48 -1.93 -0.68 -0.628
H 1.88203 2.40111 -2.78639 0.03 -1.10 -0.61 0.121
H -2.91176 -3.36324 0.68756 -0.09 1.40 -0.47 0.125
H 1.39883 -1.95010 0.03555 -0.79 -0.30 0.15 0.169
H -2.50031 -2.26308 2.74925 -1.91 -1.29 0.09 0.065
C 1.00897 -0.42252 -1.41058 0.03 1.30 -1.62 -0.102
H 0.53773 -2.64273 2.06155 -1.08 -1.46 0.31 0.111
H 0.40269 -0.49178 -2.41504 0.84 -0.63 2.26 0.139
H 0.95368 0.76308 -1.15961 -0.92 -1.97 0.29 0.019
H -1.30893 -1.28312 3.22598 0.57 -0.21 -1.35 0.115
C 0.90192 2.34625 -1.04229 0.02 2.22 0.90 -0.128
H 2.71351 4.52512 -1.05047 0.23 0.55 1.40 0.068
C -0.53314 -1.17898 0.18549 1.73 -0.55 1.33 -0.023
H -0.36408 3.76611 1.61859 -0.16 -0.10 -1.03 0.116
C -0.27672 -3.25951 1.52885 1.79 -0.46 2.24 -0.058
N 0.66241 -1.32456 -0.28919 -1.06 1.97 -1.75 0.090
H 2.05518 -0.45501 -1.65362 0.50 -0.85 -0.09 0.071
H 1.45032 4.79042 -2.35525 -0.12 0.60 0.86 0.095
H -2.36244 -0.56369 2.03162 -0.09 -1.57 0.35 0.123
C -2.25137 -2.64094 0.13114 0.20 -2.91 -0.90 -0.031
H 0.37972 -3.95804 0.93022 -1.35 1.03 -0.59 0.102
C -0.46444 3.08400 0.73671 0.72 3.30 0.62 -0.061

---

Entry 2:
4
Properties=species:S:1:pos:R:3:forces:R:3:lowdin_charge:R:1 method="wB97M-V/def2-TZVPD" homo_lumo_gap_ev="7.81 / 4.48" charge=-1 s_squared=2.1124 multiplicity=3 energy_ha=-779.0494 lumo_ev="0.739 / -1.441"
F -2.64213 -0.97172 0.74891 2.06 1.01 -0.61 -0.735
F 1.01703 2.92189 0.62644 -0.53 -1.36 -0.30 -0.576
Pt -0.22345 0.19006 -0.02895 -0.81 -0.61 0.37 0.739
Cl 1.84855 -2.14023 -1.34639 -0.73 0.96 0.54 -0.429

---

Entry 3:
11
Properties=species:S:1:pos:R:3:forces:R:3:lowdin_charge:R:1 method="wB97M-V/def2-TZVPD" homo_lumo_gap_ev=7.63 charge=-1 e_above_lowest_kcal_mol=7.1 energy_ha=-230.8734 lumo_ev=4.719
H -0.36270 -1.50555 0.40964 -0.35 -0.17 -0.31 0.076
H 1.75492 -1.58112 -1.53819 -0.16 -0.13 -0.02 0.037
C 1.59045 -1.40927 -0.46281 0.61 0.05 -1.12 -0.141
C 0.19230 -0.77840 -0.21858 0.54 0.48 0.47 -0.511
O 0.28726 0.43152 0.40152 0.33 0.31 0.35 -0.343
O -1.86360 1.66638 0.23902 -0.13 0.31 0.07 -0.212
H -0.91130 1.24411 0.43333 -0.18 -0.50 -0.46 -0.036
H -0.29201 -0.67116 -1.21399 -0.21 -0.37 0.14 0.083
H -2.13490 2.15804 1.01590 0.07 0.00 0.11 -0.036
H 2.40520 -0.71868 -0.21863 -0.34 0.08 0.41 0.049
H 1.79996 -2.37251 0.00372 -0.20 -0.05 0.36 0.034

---

Entry 4:
11
Properties=species:S:1:pos:R:3:forces:R:3:lowdin_charge:R:1 method="wB97M-V/def2-TZVPD" homo_lumo_gap_ev=8.61 smiles="[H]/N=c1/nncnn1O" e_above_lowest_kcal_mol=113.1 energy_ha=-426.8774 lumo_ev=-0.817
H 1.74456 -1.39678 1.03102 0.16 0.90 -2.20 0.174
H 2.09944 1.34248 -0.35879 1.37 -0.65 -0.28 0.035
N 0.48394 -0.39275 0.07722 -1.11 -0.25 -0.04 -0.188
N -0.49035 -1.22964 -0.22833 1.15 -0.20 0.26 0.135
N 1.23175 1.79283 -0.24831 -0.67 1.84 -0.13 0.176
H -2.42583 -1.38126 -0.49533 -0.48 0.08 0.23 0.100
C 0.31173 0.97741 -0.08233 -0.05 -0.83 0.88 -0.432
C -1.63826 -0.71978 -0.18410 -2.52 -0.23 -0.73 -0.201
N -1.98502 0.59424 0.16982 1.01 -0.44 -0.18 0.060
N -1.02851 1.39770 0.22685 0.01 0.54 -0.08 0.103
O 1.69656 -0.98444 0.09227 1.13 -0.77 2.27 0.037

---

Entry 5:
19
Properties=species:S:1:pos:R:3:forces:R:3:lowdin_charge:R:1 method="wB97M-V/def2-TZVPD" homo_lumo_gap_ev="8.49 / 5.96" charge=+2 s_squared=0.7625 multiplicity=2 e_above_lowest_kcal_mol=44.1 energy_ha=-326.9128 lumo_ev="-10.798 / -13.325"
H 0.22171 -2.56232 3.38372 -0.09 0.10 0.14 0.103
O -2.20553 1.16856 -1.31578 0.50 -0.09 0.38 -0.048
C -0.18008 -2.25782 2.42250 0.04 -0.74 0.03 -0.035
H 0.04586 0.07117 -2.04971 -0.17 -0.15 0.50 0.199
H 1.81391 -1.48572 1.88317 -0.10 -0.28 -0.27 0.217
C 0.72607 -1.19180 1.81958 -0.31 0.75 0.37 -0.187
H 1.33076 2.68293 -1.47293 -0.20 -0.22 0.35 0.156
H -2.91292 1.79982 -1.50118 -0.10 -0.12 0.00 0.077
N 0.51847 0.72613 -1.41448 -0.18 0.64 -0.55 0.080
H 0.81189 -0.28195 2.45334 -0.12 -0.15 -0.22 0.165
C 0.46465 -0.85604 0.44649 0.16 0.19 0.33 0.116
C 0.70464 0.43415 -0.07598 0.91 -0.53 -0.31 0.086
H -0.27130 -3.17647 1.83269 0.25 0.20 -0.15 0.106
H -2.35231 0.86872 -0.40589 -0.43 0.23 -0.33 0.054
H 1.23226 1.19237 0.49886 -0.30 0.04 0.07 0.176
H 0.06237 -1.64902 -0.17430 -0.14 0.04 -0.34 0.165
C 0.78449 1.87922 -1.96653 0.05 0.04 -0.36 0.304
H -1.20070 -1.89256 2.54549 0.12 0.26 0.10 0.105
H 0.47478 2.04271 -3.00405 0.11 -0.21 0.25 0.161

---

Entry 6:
16
Properties=species:S:1:pos:R:3:forces:R:3:lowdin_charge:R:1 method="wB97M-V/def2-TZVPD" homo_lumo_gap_ev=9.35 smiles="CC1=CCCC1" e_above_lowest_kcal_mol=44.6 energy_ha=-234.5315 lumo_ev=1.113
H 0.37669 0.14148 -2.76778 1.35 -2.95 -0.74 0.057
H 1.36185 0.14960 1.52200 -0.11 0.07 -0.34 0.113
H 0.51094 1.55817 0.89091 0.01 -0.17 -0.13 0.118
H -0.87355 -1.20373 2.40482 -0.08 0.11 -0.17 0.078
C 0.76703 0.50911 0.66592 0.01 0.03 -0.14 -0.158
C 1.49134 0.36189 -0.69843 0.05 0.44 -0.38 -0.196
C -0.49351 -0.30731 0.47228 0.03 -0.17 -0.29 -0.316
H -1.74417 0.30228 2.11369 0.11 -0.21 -0.17 0.082
H 2.27084 -0.41358 -0.59234 -0.54 0.02 -0.43 0.110
H -0.12043 1.17919 -2.21116 0.30 -1.12 2.96 0.166
H -2.27746 -1.19097 1.31035 0.17 0.10 0.06 0.074
H 1.98221 1.26962 -1.03474 0.29 0.15 0.29 0.094
C -0.67993 -0.60763 -0.82223 -0.22 0.34 -0.13 -0.076
H -1.52675 -1.17856 -1.18945 0.05 0.12 -0.03 0.104
C -1.39565 -0.62450 1.63002 0.00 -0.09 -0.04 -0.061
C 0.35054 0.05494 -1.69385 -1.44 3.34 -0.32 -0.190